C2H4N3O as an isolated structure in a non-equilibrium geometry, computed with ωB97M-V/def2-TZVPD.

- HOMO energy: -0.602 Ha
- LUMO: -4.55 eV
- HOMO-LUMO gap: 11.8 eV
- Energy relative to the best compared isomer or geometry (same formula, charge and spin): 0.0 kcal/mol
- Net charge: +1

The geometry in XYZ format:
```
10
C2H4N3O (ωB97M-V/def2-TZVPD)
O -3.4252 0.0040 -0.1267
N -1.2433 -0.9970 0.1142
N -1.2325 1.0225 0.0871
N 0.9812 -0.0065 -0.0913
C -2.2851 -0.0482 0.0730
C -0.3557 0.0223 -0.0668
H 1.3010 -0.9385 0.0851
H -1.0428 2.0251 0.0090
H 1.3178 0.9152 0.0854
H -1.0947 -2.0189 0.0272
```